(1)
Below is a structure of composition C24H54IrN12S, with properties calculated with ωB97M-V with the def2-TZVPD basis set.

Results
Total charge: +3
HOMO-LUMO gap in eV: 8.37
HOMO in hartree: -0.5979
Energy in eV: -57297.942

Last column: Löwdin charge in e.
Cartesian coordinates (Å):
1 Ir 0.043 -0.009 0.473  1.1725
2 C -1.638 -1.152 5.004  -0.0177
3 N -0.246 -1.209 4.563  -0.1328
4 C 0.741 -1.431 5.623  -0.0159
5 C 0.118 -1.065 3.273  -0.3604
6 N -0.417 -0.179 2.455  -0.1090
7 C -1.262 0.926 2.940  -0.1710
8 C -1.397 1.995 1.853  -0.1614
9 N -1.463 1.351 0.496  -0.2728
10 C -1.172 2.305 -0.615  -0.1364
11 C -0.817 1.514 -1.868  -0.1861
12 N 0.212 0.495 -1.568  -0.0874
13 C 0.874 -0.035 -2.599  -0.3841
14 N 0.427 0.112 -3.874  -0.1446
15 C 1.329 0.427 -4.983  -0.0205
16 C -0.946 -0.180 -4.263  -0.0274
17 N 2.034 -0.713 -2.436  -0.1169
18 C 3.016 -0.452 -1.398  -0.0396
19 C 2.472 -1.720 -3.401  -0.0312
20 C -2.815 0.703 0.314  -0.1033
21 C -2.730 -0.781 0.600  -0.1695
22 N -1.525 -1.300 -0.042  -0.0517
23 C -1.624 -2.304 -0.910  -0.3732
24 N -2.744 -2.562 -1.623  -0.1255
25 C -3.198 -3.936 -1.862  -0.0072
26 C -3.654 -1.548 -2.135  -0.0313
27 N -0.568 -3.139 -1.099  -0.1332
28 C -0.332 -3.805 -2.375  -0.0312
29 C 0.116 -3.751 0.029  -0.0362
30 N 1.062 -1.915 2.765  -0.1182
31 C 1.315 -3.226 3.378  -0.0104
32 C 1.848 -1.559 1.617  -0.1307
33 H -1.787 -1.939 5.743  0.1099
34 H -1.894 -0.199 5.468  0.1022
35 H -2.308 -1.354 4.171  0.0891
36 H 0.552 -0.715 6.423  0.1090
37 H 0.672 -2.438 6.037  0.1017
38 H 1.746 -1.255 5.249  0.0999
39 H -2.254 0.566 3.216  0.1039
40 H -0.829 1.384 3.832  0.1434
41 H -2.299 2.590 2.008  0.1444
42 H -0.542 2.661 1.855  0.0708
43 H -2.040 2.943 -0.795  0.1529
44 H -0.343 2.931 -0.294  0.0984
45 H -1.726 1.052 -2.256  0.0819
46 H -0.479 2.206 -2.645  0.1408
47 H 2.296 0.747 -4.604  0.0985
48 H 1.467 -0.422 -5.654  0.1001
49 H 0.897 1.248 -5.557  0.1079
50 H -1.446 -0.733 -3.471  0.0627
51 H -1.516 0.720 -4.506  0.1061
52 H -0.925 -0.813 -5.152  0.1113
53 H 2.660 0.293 -0.698  0.0098
54 H 3.241 -1.370 -0.851  0.0919
55 H 3.948 -0.108 -1.852  0.1142
56 H 1.641 -2.046 -4.018  0.0904
57 H 3.273 -1.349 -4.042  0.1055
58 H 2.857 -2.578 -2.848  0.0990
59 H -3.530 1.208 0.963  0.1450
60 H -3.129 0.875 -0.712  0.1074
61 H -2.653 -0.961 1.673  0.1028
62 H -3.637 -1.278 0.266  0.1213
63 H -2.643 -4.633 -1.241  0.0991
64 H -4.250 -4.002 -1.585  0.1099
65 H -3.100 -4.216 -2.911  0.1047
66 H -3.191 -0.568 -2.093  0.0594
67 H -3.879 -1.777 -3.178  0.1136
68 H -4.601 -1.528 -1.591  0.1083
69 H -0.806 -3.250 -3.182  0.0951
70 H 0.743 -3.835 -2.551  0.0843
71 H -0.699 -4.833 -2.387  0.1011
72 H 1.197 -3.690 -0.101  0.0890
73 H -0.182 -3.262 0.953  0.0748
74 H -0.148 -4.811 0.091  0.1133
75 H 0.434 -3.550 3.925  0.1072
76 H 1.510 -3.946 2.586  0.0920
77 H 2.172 -3.215 4.050  0.1029
78 H 2.486 -0.694 1.766  0.0362
79 H 2.475 -2.407 1.347  0.1106
80 H 1.262 -1.459 0.620  0.0224
81 S 1.680 1.570 1.337  0.8012
82 C 2.362 2.729 0.270  -0.7148
83 N 2.137 2.889 -1.035  0.0540
84 C 3.082 3.865 -1.612  -0.0841
85 C 3.568 4.602 -0.355  -0.0811
86 N 3.232 3.631 0.698  0.0569
87 H 1.676 2.162 -1.559  0.0966
88 H 2.585 4.525 -2.317  0.1304
89 H 3.896 3.342 -2.116  0.1295
90 H 3.026 5.534 -0.189  0.1348
91 H 4.635 4.806 -0.373  0.1357
92 H 3.442 3.765 1.674  0.1590

Cartesian forces, eV/Å:
0.03 0.02 -0.01
0.00 0.00 0.00
0.01 0.04 -0.01
0.01 0.00 0.01
-0.01 -0.06 -0.04
-0.02 0.00 0.02
0.00 0.02 -0.01
0.00 0.00 0.02
0.01 0.02 0.02
0.03 -0.01 0.00
-0.02 0.00 0.00
0.03 0.00 -0.01
-0.01 0.00 0.04
-0.01 0.01 -0.03
-0.01 0.00 0.01
0.00 0.01 0.00
-0.01 0.00 -0.02
0.01 -0.01 0.01
0.00 -0.02 0.00
0.01 0.01 0.01
-0.01 0.00 0.00
0.02 -0.05 -0.01
-0.03 0.01 0.01
0.01 -0.01 0.01
0.00 0.00 0.01
0.01 -0.01 -0.02
0.00 0.01 0.00
0.01 0.01 0.00
-0.01 -0.02 -0.02
0.03 0.07 0.09
-0.02 -0.03 -0.08
-0.03 0.04 0.03
0.00 0.00 0.00
0.00 0.00 0.00
0.00 0.00 0.01
-0.01 0.00 0.00
0.00 0.01 0.01
0.00 -0.01 0.00
0.00 0.00 -0.01
0.00 0.00 0.00
0.00 0.00 0.00
-0.01 0.00 0.00
0.00 0.00 0.00
-0.01 0.00 0.00
0.00 -0.01 -0.01
0.01 0.00 0.01
0.00 0.00 0.00
0.00 0.00 0.00
0.00 0.00 0.00
-0.01 0.00 0.02
0.00 0.00 0.00
0.00 0.00 0.00
0.00 0.01 0.00
0.00 0.00 -0.01
0.00 0.00 0.00
0.00 0.00 0.00
0.00 0.01 0.01
0.00 0.00 0.00
0.00 0.00 0.00
0.00 0.01 0.00
0.01 0.00 -0.01
0.00 0.00 0.01
0.00 0.00 -0.01
0.00 0.00 0.00
0.00 0.00 0.00
0.00 0.00 -0.01
0.00 0.00 0.00
0.00 0.00 0.00
0.00 0.00 0.00
0.00 0.00 0.00
-0.01 0.00 0.01
0.01 0.00 0.01
0.00 0.02 0.00
0.00 0.00 0.00
0.02 0.01 -0.01
-0.01 -0.02 0.01
0.02 0.02 0.00
0.01 0.00 0.02
0.01 0.00 -0.01
-0.04 -0.09 -0.05
0.01 0.03 0.01
-0.01 0.01 0.01
-0.01 0.01 -0.01
0.01 -0.01 0.00
0.01 -0.01 0.00
-0.01 0.00 0.01
0.00 0.00 0.00
0.00 0.00 0.00
0.00 0.01 0.00
0.00 0.00 0.00
0.00 0.00 0.00
0.01 0.00 0.00

***

(2)
Below is a cluster of 2 separate species, C4H11NO3 in total in a non-equilibrium geometry, with properties calculated with ωB97M-V with the def2-TZVPD basis set.

Results
Total charge: 0
HOMO-LUMO gap in eV: 9.61
SMILES string: CN(C)CC(=O)O.O
HOMO in hartree: -0.3281
Energy in eV: -11958.664

Last column: Löwdin charge in e.
Cartesian coordinates (Å):
1 C -1.895 0.687 0.399  -0.1022
2 N -0.545 0.191 0.424  -0.2673
3 C -0.361 -0.786 1.478  -0.0968
4 C 0.511 1.177 0.357  -0.1183
5 C 1.564 0.588 -0.547  -0.5322
6 O 1.638 1.205 -1.721  0.1146
7 O 2.153 -0.432 -0.294  0.0942
8 H -2.098 1.440 1.175  0.0873
9 H -2.597 -0.125 0.588  0.0843
10 H -2.219 1.091 -0.562  0.0868
11 H -0.908 -1.716 1.318  0.0872
12 H 0.667 -1.131 1.584  0.0802
13 H -0.639 -0.340 2.446  0.0903
14 H 0.876 1.513 1.340  0.1362
15 H 0.127 2.107 -0.064  0.1247
16 H 2.167 0.740 -2.414  0.1555
17 H 0.677 -2.801 -1.541  0.0410
18 H 0.421 -1.274 -1.755  0.0030
19 O 0.461 -2.134 -2.209  -0.0687

Cartesian forces, eV/Å:
-0.75 0.23 0.16
0.07 -0.82 -0.45
0.42 -0.13 0.68
-0.52 1.02 0.11
0.28 -0.84 0.31
0.10 0.58 -1.28
0.30 0.14 0.05
0.08 0.10 0.05
0.19 -0.17 0.06
0.45 0.16 -0.10
-0.46 0.28 -0.15
0.16 0.41 -0.31
-0.13 -0.23 0.09
0.34 -0.53 0.01
-0.10 -0.18 -0.35
-0.31 0.06 1.14
-0.01 0.51 -0.09
-0.01 -0.79 0.06
-0.10 0.19 0.01

***

(3)
Below is a structure of composition C36H37NP2ReSe in a non-equilibrium geometry, with properties calculated with ωB97M-V with the def2-TZVPD basis set.

Results
Total charge: +2
HOMO-LUMO gap (spin up / spin down) in eV: 6.24 / 5.75
HOMO (spin up / spin down) in hartree: -0.5063 / -0.5080
2S+1: 4
Energy in eV: -125453.886

Last column: Löwdin spin population.
Cartesian coordinates (Å):
1 Re -0.266 1.030 1.687  2.0550
2 C 2.777 -0.639 -1.442  0.0000
3 C 1.907 -0.061 -2.273  -0.0001
4 C 1.323 -0.856 -3.410  -0.0001
5 C 0.954 -2.336 -3.147  0.0000
6 C 0.420 -2.729 -1.809  0.0005
7 C 1.187 -3.064 -0.780  0.0001
8 C 2.669 -3.156 -0.910  0.0001
9 C 3.342 -1.999 -1.651  0.0000
10 C -1.904 1.188 3.043  -0.0063
11 H 3.223 -0.077 -0.626  -0.0001
12 H 1.796 1.043 -2.300  0.0003
13 H 2.076 -0.854 -4.228  -0.0001
14 H 0.454 -0.332 -3.833  0.0000
15 H 0.220 -2.634 -3.918  0.0000
16 H 1.833 -2.945 -3.405  0.0000
17 H -0.660 -2.921 -1.788  0.0002
18 H 0.802 -3.600 0.095  -0.0001
19 H 2.900 -4.100 -1.446  0.0000
20 H 3.091 -3.256 0.098  0.0000
21 H 4.414 -1.994 -1.387  0.0000
22 H 3.333 -2.267 -2.710  0.0000
23 H -1.562 1.708 3.955  -0.0002
24 H -2.433 0.304 3.383  -0.0008
25 H -2.629 1.862 2.581  0.0131
26 P 0.100 1.775 -0.398  0.0243
27 P -1.544 -0.809 1.189  0.1092
28 C -0.612 0.299 -1.242  0.0217
29 C -1.179 -0.772 -0.569  0.0508
30 C -0.269 3.084 -1.582  -0.0001
31 C -0.230 2.926 -2.982  -0.0017
32 C -0.501 4.017 -3.823  0.0001
33 C -0.844 5.267 -3.278  -0.0015
34 C -0.847 5.432 -1.887  0.0009
35 C -0.568 4.354 -1.051  -0.0011
36 C 1.936 2.028 -0.020  0.0231
37 C 2.458 1.367 1.096  0.0446
38 C 3.824 1.486 1.403  0.0070
39 C 4.637 2.384 0.695  0.0019
40 C 4.082 3.148 -0.335  0.0064
41 C 2.746 2.961 -0.716  0.0032
42 C -3.331 -1.230 1.175  -0.0012
43 C -4.215 -0.356 0.505  0.0007
44 C -5.561 -0.713 0.333  0.0003
45 C -6.035 -1.926 0.858  0.0000
46 C -5.189 -2.731 1.636  -0.0002
47 C -3.845 -2.374 1.805  -0.0007
48 C -0.812 -2.082 2.305  0.0475
49 C -0.417 -1.717 3.605  0.0220
50 C 0.280 -2.632 4.403  0.0001
51 C 0.619 -3.888 3.898  0.0096
52 C 0.267 -4.233 2.578  0.0052
53 C -0.548 -3.367 1.831  0.0125
54 H -0.725 0.354 -2.331  0.0010
55 H -1.652 -1.602 -1.107  0.0049
56 H -0.005 1.959 -3.433  0.0000
57 H -0.467 3.887 -4.910  0.0000
58 H -1.109 6.097 -3.937  -0.0001
59 H -1.091 6.407 -1.450  0.0003
60 H -0.590 4.503 0.032  0.0007
61 H 1.753 0.745 1.750  0.0323
62 H 4.256 0.926 2.230  0.0003
63 H 5.694 2.503 0.959  0.0002
64 H 4.689 3.910 -0.829  0.0007
65 H 2.327 3.581 -1.515  -0.0003
66 H -3.829 0.583 0.090  0.0003
67 H -6.240 -0.045 -0.210  0.0001
68 H -7.074 -2.224 0.682  0.0000
69 H -5.575 -3.636 2.110  0.0000
70 H -3.169 -2.995 2.395  0.0000
71 H -0.636 -0.720 3.992  0.0030
72 H 0.576 -2.346 5.420  -0.0003
73 H 1.155 -4.614 4.519  0.0005
74 H 0.622 -5.163 2.136  0.0004
75 H -0.957 -3.636 0.851  0.0006
76 Se -0.794 5.668 2.816  0.3503
77 C -0.465 4.004 2.418  0.0695
78 N -0.363 2.839 2.113  0.0894

Cartesian forces, eV/Å:
-0.24 0.63 4.57
0.21 0.64 0.11
0.61 -0.19 -0.40
0.14 0.39 -0.81
-0.07 -0.22 -1.12
-0.54 -0.58 -0.05
0.04 -1.14 -0.27
0.48 -0.13 0.60
0.79 -0.77 -0.35
-0.81 0.34 0.30
-0.02 0.01 -0.29
-0.13 -0.93 0.16
-0.44 0.02 0.26
0.17 -0.09 0.06
0.16 0.24 0.34
-0.43 0.04 0.26
0.53 -0.03 0.13
0.04 0.63 -0.59
0.00 0.34 0.33
0.07 -0.01 -0.18
-0.39 0.12 0.06
0.18 0.44 0.17
0.34 -0.13 -0.45
-0.06 -0.31 -0.31
-0.12 -0.13 -0.01
0.45 -0.54 -3.34
-0.97 -2.38 0.05
-0.86 -1.55 0.72
0.43 0.91 -1.68
-0.63 1.14 0.44
-0.11 -0.03 -0.05
-0.10 0.05 0.41
0.22 -0.54 0.19
-0.14 0.11 -0.19
0.06 -0.01 0.05
-0.44 0.34 -0.10
0.14 0.18 -0.13
-0.37 0.16 0.47
-0.47 -0.24 -0.08
-0.32 -0.11 0.07
-0.24 -0.17 0.28
-0.53 1.03 0.09
-0.08 -0.35 -0.19
0.30 -0.02 0.10
0.33 0.16 0.21
0.01 0.35 -0.25
0.31 -0.05 -0.17
0.06 0.03 -0.28
0.45 -0.07 -0.28
-0.14 0.13 0.14
-0.02 -0.06 -0.59
-0.53 0.36 0.34
0.33 -0.15 0.08
0.21 -0.24 0.54
0.10 0.84 -0.13
0.00 0.31 0.09
-0.02 -0.01 0.48
0.17 -0.26 0.23
0.10 -0.45 -0.19
0.01 0.00 -0.49
1.38 -0.13 -0.42
-0.18 0.09 -0.11
-0.51 -0.11 -0.07
-0.25 -0.32 0.05
0.11 -0.39 0.22
-0.26 -0.35 0.06
0.35 -0.33 0.24
0.43 0.13 0.14
0.18 0.30 -0.19
-0.35 0.05 -0.13
0.07 -0.29 0.05
-0.20 -0.18 -0.46
-0.10 0.40 -0.28
-0.32 0.06 0.23
0.33 -0.13 0.45
0.38 -1.19 -0.23
-0.61 0.26 0.06
1.33 4.06 1.03

***

(4)
Below is a cluster of 7 separate species, C24H32FN3O3 in total in a non-equilibrium geometry, with properties calculated with ωB97M-V with the def2-TZVPD basis set.

Results
Total charge: +1
HOMO-LUMO gap (spin up / spin down) in eV: 6.56 / 2.17
HOMO (spin up / spin down) in hartree: -0.4053 / -0.4053
2S+1: 2
Energy in eV: -38724.564

Last column: Löwdin spin population.
Cartesian coordinates (Å):
1 N -26.311 2.369 -15.994  0.0000
2 C -27.326 2.042 -16.898  0.0001
3 C -27.485 2.629 -18.149  0.0001
4 C -26.557 3.576 -18.541  0.0000
5 C -25.388 3.780 -17.807  0.0000
6 C -25.289 3.102 -16.560  0.0001
7 H -28.037 1.356 -16.462  0.0000
8 H -28.358 2.292 -18.688  0.0000
9 H -26.652 4.129 -19.463  0.0000
10 H -24.547 4.307 -18.232  -0.0002
11 H -24.392 3.017 -15.966  0.0000
12 N -22.034 3.435 -14.103  0.0015
13 C -21.222 3.934 -13.134  0.0018
14 C -19.867 4.077 -13.315  0.0007
15 C -19.304 3.741 -14.563  -0.0001
16 C -20.129 3.030 -15.477  -0.0002
17 C -21.485 2.995 -15.254  0.0004
18 H -21.670 4.255 -12.206  0.0001
19 H -19.212 4.497 -12.566  0.0000
20 H -18.236 3.729 -14.721  0.0000
21 H -19.753 2.649 -16.415  0.0002
22 H -22.133 2.604 -16.025  -0.0001
23 N -26.991 -0.979 -18.705  0.0000
24 C -25.914 -0.357 -19.189  0.0000
25 C -24.963 -0.912 -20.077  0.0000
26 C -25.116 -2.224 -20.528  0.0000
27 C -26.247 -2.924 -20.122  0.0000
28 C -27.120 -2.218 -19.257  0.0000
29 H -25.870 0.685 -18.912  0.0000
30 H -24.126 -0.332 -20.439  0.0000
31 H -24.423 -2.731 -21.182  0.0000
32 H -26.499 -3.879 -20.559  0.0000
33 H -27.989 -2.734 -18.877  0.0000
34 C -28.342 6.192 -21.101  0.0000
35 O -29.608 6.753 -21.103  0.0000
36 H -28.411 5.235 -20.583  0.0000
37 H -27.832 5.989 -22.042  0.0000
38 H -27.587 6.809 -20.613  0.0000
39 H -29.949 7.169 -20.307  0.0000
40 C -25.252 2.163 -12.922  0.0000
41 O -26.617 1.763 -13.377  0.0000
42 H -24.556 1.840 -13.696  0.0000
43 H -25.177 3.233 -12.728  0.0000
44 H -25.072 1.653 -11.976  0.0000
45 H -26.661 2.088 -14.280  0.0000
46 C -30.265 -0.868 -16.477  0.0000
47 O -29.930 -0.109 -17.663  0.0000
48 H -29.546 -1.550 -16.024  0.0000
49 H -30.509 -0.148 -15.696  0.0000
50 H -31.129 -1.533 -16.493  0.0000
51 H -29.099 -0.509 -17.928  0.0000
52 F -22.527 7.161 -15.013  0.1126
53 C -21.847 6.701 -16.081  0.2498
54 C -22.538 6.138 -17.118  0.0676
55 C -21.811 5.774 -18.224  0.0972
56 C -20.438 5.894 -18.272  0.2940
57 C -19.726 6.403 -17.186  0.0329
58 C -20.443 6.815 -16.089  0.1288
59 H -23.616 6.103 -17.176  -0.0007
60 H -22.278 5.347 -19.100  0.0017
61 H -19.941 5.443 -19.118  0.0115
62 H -18.651 6.502 -17.216  -0.0018
63 H -19.853 7.270 -15.307  0.0019

Cartesian forces, eV/Å:
0.11 0.29 -4.10
1.43 1.18 2.30
-0.03 -0.42 1.05
0.54 0.24 -0.48
-0.47 -1.62 1.48
-1.45 -0.56 -0.04
-0.26 -0.07 -0.33
0.05 0.35 -0.43
-0.24 -0.12 -0.20
-0.04 0.19 0.08
0.25 0.73 0.10
0.34 0.32 0.06
-0.83 -0.55 -1.21
1.28 0.41 -1.41
-1.15 -2.12 0.40
1.01 1.61 0.14
-0.15 0.43 1.47
-0.30 -0.14 0.02
-0.18 0.04 0.24
0.10 0.40 0.00
0.26 -0.09 -0.01
-0.33 -0.20 0.13
0.93 -1.64 -1.92
0.45 0.37 -0.57
-0.54 -0.26 0.35
-0.49 0.00 0.41
-0.51 2.01 0.53
-0.39 -0.86 0.86
0.50 0.15 0.12
-0.01 0.21 0.17
0.26 0.33 -0.12
-0.08 -0.11 0.39
-0.24 -0.24 -0.19
0.99 -0.49 1.59
-1.00 0.53 -1.80
0.38 -0.24 0.14
-1.15 0.24 -0.71
-0.04 0.22 0.53
0.80 -0.26 0.24
-2.06 -0.88 -0.57
1.68 0.59 1.74
0.31 0.13 0.23
-0.05 0.13 -0.23
0.05 -0.14 -0.20
0.06 -0.08 -0.41
-0.78 0.61 1.10
-0.02 -1.46 1.06
0.98 0.38 -0.60
0.05 0.09 0.08
-0.44 0.26 -1.08
0.44 0.19 -0.61
1.26 -0.75 -1.81
-0.82 1.06 2.98
-0.95 -0.43 -2.30
-1.91 -0.26 0.13
1.45 -0.76 -0.09
-0.32 0.54 0.64
1.99 0.29 -0.36
-0.09 -0.12 0.51
-0.38 0.06 0.07
0.28 0.30 -0.15
0.00 -0.03 0.06
-0.55 -0.01 0.51